Here is C4H5NO in the gas phase at a distorted geometry from the OMol25 dataset. Energies are from ωB97M-V/def2-TZVPD.

```
11
Properties=species:S:1:pos:R:3:forces:R:3
C 0.6686 0.5249 -1.6122 0.019 0.449 0.189
C 0.1201 -0.0177 -0.3474 -0.146 -0.258 0.278
C -0.6584 -0.2532 1.7259 0.459 0.653 -0.951
N -0.1688 -1.3198 -0.2150 0.141 0.121 -0.340
C -0.6466 -1.5330 1.0202 -0.295 -0.474 0.584
O -0.0962 0.7541 0.6688 -0.131 -0.269 0.220
H 1.5971 0.0043 -1.8480 -0.042 -0.017 0.047
H -0.0320 0.3161 -2.4210 -0.004 -0.025 0.061
H 0.8443 1.5976 -1.5297 0.009 -0.117 -0.088
H 0.0187 -0.1918 2.5740 0.041 -0.040 0.018
H -1.6468 0.1183 1.9843 -0.051 -0.022 -0.018
```
Forces are in eV/Å.

Its LUMO energy is 0.152 eV. Its energy above the lowest of the compared OMol25 structures with the same formula, charge and spin is 2.920 eV. Its HOMO-LUMO gap is 8.2678 eV.